1.
ORCA calculation (ωB97M-V/def2-TZVPD) on one molecule with the formula C7H10.

```
17
Properties=species:S:1:pos:R:3:mulliken_charge:R:1
C -0.89287 2.30969 -0.09271 -0.13
C -0.68475 1.27333 0.48580 -0.93
C -0.43251 -0.15213 0.35645 1.21
C 1.01755 -0.59008 0.49382 -0.56
C 2.02982 0.42148 -0.05087 -1.22
C -1.25189 -0.63781 -0.82449 -0.78
C -1.53939 -1.14857 0.55626 -0.68
H -1.06195 2.98764 -0.89074 0.37
H 1.11305 -1.54174 -0.04305 0.34
H 1.23606 -0.79429 1.54945 0.26
H 1.80838 0.69273 -1.08988 0.31
H 3.04022 0.00083 -0.01168 0.38
H 2.02118 1.34538 0.53915 0.33
H -1.96420 0.07125 -1.24110 0.30
H -0.75578 -1.25755 -1.56283 0.25
H -1.22960 -2.16438 0.78434 0.27
H -2.45333 -0.81581 1.04207 0.27
```

The LUMO energy is 0.04139 Eh. The HOMO energy is -9.07 eV. The calculation puts the calculated total energy at -272.600762 Ha. As for the energy above the lowest of the compared OMol25 structures with the same formula, charge and spin: 307.81 kJ/mol. The SMILES is C#CC1(CC)CC1.

2.
ORCA calculation (ωB97M-V/def2-TZVPD) on a 2-piece molecular cluster, C3H5N3O overall.

```
12
Properties=species:S:1:pos:R:3:mulliken_charge:R:1
N -1.63523 -0.86644 0.94109 -0.47
C -0.54738 -1.60242 1.20334 0.49
N 0.42447 -2.19305 1.45036 -0.54
C 1.57725 0.55462 -0.02689 -0.44
O 1.62575 -0.59289 -0.63497 -0.32
C 0.71832 1.48917 -0.78506 0.22
N -0.55347 1.37429 -0.71776 -0.60
H -2.43829 -1.39901 0.63700 0.26
H -1.42984 -0.03979 0.36152 0.37
H 2.04872 -1.24108 -0.03990 0.44
H 1.23130 2.34623 -1.23978 0.38
H -1.02161 2.17036 -1.14895 0.19
```

The LUMO energy is 0.00774 Eh. The HOMO energy is -9.10 eV. The calculation puts the calculated total energy at -356.701515 Ha. As for the energy above the lowest of the compared OMol25 structures with the same formula, charge and spin: 409.21 kJ/mol.

no.,largest force on an atom (hartree/bohr)
1,0.020
2,0.022